Formula: C23H43EuN2OP3Se
Source: the Open Molecules 2025 dataset
Level of theory: ωB97M-V with the def2-TZVPD basis set

Structure (ORCA input):
```
! wB97M-V def2-TZVPD RIJCOSX def2/J DEFGRID3
* xyz 3 7
H -1.88 -2.96 -2.47
C -0.77 -3.78 0.13
H -0.32 2.85 2.71
C 0.41 -0.55 3.74
H -1.79 1.52 1.71
P -1.21 -2.15 -0.37
Eu 0.10 -0.28 0.65
H -2.65 0.00 1.21
H 2.24 2.09 3.06
H 0.59 4.09 1.79
H -4.15 3.96 -7.23
H 1.92 0.82 -2.59
H 0.43 -0.45 5.87
H -2.17 2.51 -2.90
H 1.10 -0.67 -3.08
H 1.45 -3.02 1.75
H -2.09 0.48 -1.19
H 2.45 2.29 -1.03
H 3.28 1.29 1.86
C -3.82 3.50 -3.87
H -1.39 -4.46 -0.47
C -1.90 0.74 0.98
H -4.34 3.71 -2.93
H 1.53 -3.14 -1.57
H 3.71 0.78 -0.24
C -1.17 -2.18 -2.16
C -1.57 1.01 -0.41
H 0.85 -1.49 7.68
H -5.34 4.44 -5.09
C 1.97 -0.28 -2.54
N 0.68 -1.23 2.61
H 1.51 -2.86 8.46
H 4.35 -0.71 -0.98
H -1.98 2.76 -7.20
O 2.11 -4.11 6.43
H 3.02 3.05 1.77
C 1.24 -2.45 2.72
H -3.43 -1.17 -0.41
C 0.69 -1.07 4.98
C 1.25 -2.32 5.11
C 2.33 -2.61 -1.05
H -3.16 -2.15 1.05
C -1.92 2.55 -5.05
C 1.54 -3.02 3.92
H -0.17 1.46 -3.61
H 1.86 3.81 -0.30
C -4.39 3.92 -5.08
H 2.89 -0.63 -3.04
Se -0.26 1.64 -5.13
C 2.54 2.09 2.00
H -0.88 3.36 1.10
P 1.12 1.98 0.98
H -0.06 0.47 3.64
H 0.76 2.79 -1.29
C -2.61 2.83 -3.85
C -2.95 -2.08 -0.03
C 1.59 2.78 -0.56
C -3.72 3.65 -6.28
H -1.48 -1.21 -2.59
C 0.01 3.17 1.70
H -0.18 -2.42 -2.55
H 2.49 -3.10 -0.07
P 2.03 -0.87 -0.86
H 0.29 -4.02 -0.04
C 1.58 -2.99 6.41
H 3.83 -0.71 0.73
H 1.99 -4.03 3.93
H -0.98 -3.94 1.19
C -2.50 2.97 -6.27
H -1.23 1.99 -0.69
C 3.61 -0.31 -0.27
H -3.38 -2.95 -0.53
N 1.27 -2.34 7.64
H 3.25 -2.69 -1.64
*
```

Properties
- HOMO level (spin up / spin down) (eV) = -14.35 / -14.35
- HOMO-LUMO gap (spin up / spin down) (eV) = 3.03 / 3.10
- relative energy (zero: lowest compared OMol25 entry of this formula, charge and spin) (kcal/mol) = 102.4
- expectation value of S² = 12.023

Formula: C23H43F6N3O6PS4Ti
Source: the Open Molecules 2025 dataset
Level of theory: ωB97M-V with the def2-TZVPD basis set

Structure (ORCA input):
```
! wB97M-V def2-TZVPD RIJCOSX def2/J DEFGRID3
* xyz -2 2
H -0.07 3.83 3.40
H -3.39 0.97 -2.58
H -2.55 -4.97 -1.83
S 4.00 2.60 -2.25
C -1.99 -0.51 0.92
F 6.08 1.66 -3.58
H 0.01 3.36 -1.40
C -2.40 1.37 -2.83
H -2.29 -0.59 -1.25
O 4.94 3.15 -1.31
H 0.53 3.96 0.58
C -1.35 1.74 0.94
C -1.84 2.22 -1.68
O 3.67 3.39 -3.41
H -2.94 2.76 2.83
S 2.72 1.43 -0.09
H -4.62 -2.22 2.28
C -2.02 -0.01 -0.39
H 0.57 0.26 3.02
H -2.63 4.03 -0.70
C 4.95 1.21 -2.99
P 0.71 -2.54 -1.77
N 1.24 -0.13 2.36
H -3.98 -0.63 2.75
H -1.04 4.52 0.00
C -0.48 4.22 0.88
H -3.16 3.80 -2.36
H 4.21 -4.13 -1.17
C -0.21 2.87 2.89
H -1.75 0.54 -3.10
N 2.73 1.93 -1.66
H 2.21 -1.20 3.72
H -4.62 -0.88 1.11
H -3.32 -3.70 0.74
H -0.64 2.19 3.63
H -2.40 4.44 2.77
H -0.91 -2.70 2.35
H 0.40 -5.42 -2.51
Ti 0.32 0.00 0.24
C 3.32 0.81 4.39
H 0.13 2.12 -2.60
C -1.56 0.57 1.73
S 0.76 -2.65 0.22
F 4.25 0.55 -3.93
C -1.65 1.38 -0.42
F 5.32 0.31 -2.06
H -2.51 2.00 -3.71
H -0.24 -4.99 -0.91
H -3.46 -2.42 -0.47
H 2.20 -1.85 2.22
H -3.20 3.71 1.36
C -4.06 -1.35 1.93
H -0.44 5.09 1.55
C 4.37 -3.53 -2.07
N 1.61 -1.41 2.92
H 3.41 -1.89 -3.11
H -1.93 -5.40 -3.43
H 0.77 2.51 2.59
H -1.80 -1.65 3.43
F 3.48 2.12 4.86
O -0.42 -3.53 -2.37
H -1.79 -6.55 -2.09
C -0.54 2.86 -2.19
C -2.66 -1.77 1.44
H -0.77 3.59 -2.98
H -1.47 0.52 2.80
C -2.50 3.52 2.18
O 2.40 -0.08 -0.18
H -2.46 -3.23 3.02
H 4.42 -4.20 -2.93
H 3.20 -1.86 -1.36
O 2.01 -3.23 -2.41
O 1.33 1.90 0.37
C -1.12 3.07 1.67
C -1.76 -5.49 -2.36
C -2.84 -2.81 0.33
C -2.92 3.28 -1.42
H -3.83 2.80 -1.06
C 3.26 -2.52 -2.23
H 5.33 -3.02 -1.97
C -1.90 -2.37 2.63
F 2.77 0.19 5.56
H 2.05 0.49 2.50
C -0.41 -4.90 -1.99
F 4.64 0.34 4.46
S 0.41 -0.72 -2.43
H -1.87 -3.10 -0.09
*
```

Properties
- HOMO level (spin up / spin down) (eV) = -2.24 / -2.26
- HOMO-LUMO gap (spin up / spin down) (eV) = 6.32 / 6.34
- relative energy (zero: lowest compared OMol25 entry of this formula, charge and spin) (kcal/mol) = 0.0
- expectation value of S² = 0.755

Formula: C23H43I2N6O7S
Source: the Open Molecules 2025 dataset
Level of theory: ωB97M-V with the def2-TZVPD basis set

Structure (ORCA input):
```
! wB97M-V def2-TZVPD RIJCOSX def2/J DEFGRID3
* xyz 1 1
C -1.64 0.21 -3.28
H -2.20 1.25 -3.19
O 2.20 -4.06 -5.64
C 1.94 6.28 1.54
H 4.25 -5.73 -4.14
H -4.54 -2.95 0.61
H -1.62 4.65 1.99
C 2.15 -5.88 1.38
H -4.08 6.69 0.02
C 2.47 4.17 0.59
H -1.46 6.16 0.13
H 0.16 -4.90 -4.29
O 4.36 6.45 1.90
H 4.41 -5.63 -1.54
N 0.33 -1.83 -1.56
C -2.65 4.49 1.65
H -0.61 0.34 -2.73
C 5.12 6.33 0.70
I -1.92 0.54 0.05
C -2.58 -1.01 -2.73
O -3.20 6.86 1.93
H 5.65 7.27 0.51
N -0.34 -2.85 -0.92
C -2.48 -1.29 -1.10
C -2.37 -3.65 0.01
N -1.26 -4.66 0.19
S 2.05 -0.11 0.31
C -3.96 7.40 0.85
H 2.34 -3.42 -2.01
H 5.87 5.54 0.85
H 3.33 4.14 1.27
H -4.44 -4.83 0.03
C 2.51 -4.26 -1.23
C 0.05 -4.22 -0.42
C 2.22 -4.73 -4.47
N 1.45 -6.07 0.06
C 1.22 -1.18 -0.74
H 4.51 6.07 -0.16
H 3.25 7.87 0.84
H 2.77 3.73 -0.36
C -1.63 5.21 -0.37
H -3.71 -0.70 -2.97
H -0.73 4.60 -0.33
H -1.40 0.06 -4.43
H 2.73 -7.33 3.10
H -1.88 5.40 -1.42
H 3.33 -5.99 1.23
H 1.36 -8.01 1.99
C 3.16 7.20 1.70
C -3.99 -3.25 3.41
H 1.82 5.63 2.42
H 4.23 -3.84 -3.55
C -3.60 5.52 2.26
N -1.70 -2.51 -0.71
H 2.02 -4.77 1.81
H -4.95 7.70 1.22
H -3.44 8.29 0.48
O -2.71 4.49 0.22
H 0.98 -6.62 3.32
C 3.36 -5.45 -2.05
H -3.61 -1.48 -0.76
H -3.92 -5.65 2.49
O 2.03 5.50 0.34
H -3.70 -2.19 3.00
C -3.90 -3.92 0.53
H -3.78 -3.66 4.50
H -2.95 3.49 1.98
H 2.74 -6.43 -2.21
H -4.64 5.34 1.94
H 3.23 -3.87 -0.38
I -2.23 -2.84 -3.92
C -3.64 -4.46 2.21
H -3.56 5.44 3.35
C 1.75 -7.03 2.52
O -2.48 -3.74 2.98
C 3.64 -4.87 -3.59
H 3.01 7.82 2.59
H 1.65 3.58 1.01
O 0.98 -5.32 -3.88
N 1.28 -4.80 -0.54
H 1.04 6.90 1.46
H 0.54 -6.57 0.14
*
```

Properties
- HOMO level (eV) = -10.83
- HOMO-LUMO gap (eV) = 6.42

no.,DFT total energy (hartree)
1,-5221.59570
2,-4900.92798
3,-2750.00934